Entry 1:
{
  "formula": "C3H8FP",
  "method": "the ωB97M-V functional and the def2-TZVPD basis",
  "symbols": ["C", "C", "C", "F", "P", "H", "H", "H", "H", "H", "H", "H", "H"],
  "xyz": [[-0.638, 1.647, -1.263], [1.205, -1.982, 0.697], [-0.671, 0.509, -0.238], [-0.163, 0.550, 2.192], [0.867, 0.420, 0.912], [0.308, 1.407, -1.792], [-1.560, 1.398, -1.824], [-0.727, 2.524, -0.692], [1.471, -2.154, 1.774], [2.073, -2.177, 0.056], [0.229, -2.394, 0.373], [-0.862, -0.441, -0.635], [-1.531, 0.693, 0.439]],
  "orbital_gap_ev": 9.490,
  "multiplicity": 1,
  "lumo_energy_ev": 0.674
}

Entry 2:
{
  "formula": "C16H23N3O2",
  "method": "the ωB97M-V functional and the def2-TZVPD basis",
  "symbols": ["C", "C", "C", "N", "C", "C", "C", "C", "C", "O", "N", "C", "C", "O", "N", "C", "C", "C", "C", "C", "C", "H", "H", "H", "H", "H", "H", "H", "H", "H", "H", "H", "H", "H", "H", "H", "H", "H", "H", "H", "H", "H", "H", "H"],
  "xyz": [[-0.882, -1.811, -2.453], [-0.975, -2.269, -1.003], [-2.077, -1.523, -0.246], [-1.774, -0.105, -0.111], [-2.888, 0.778, -0.416], [-4.125, 0.705, 0.501], [-4.058, 1.629, 1.713], [-1.081, 0.206, 1.124], [0.349, -0.325, 1.176], [0.702, -1.084, 2.055], [1.216, 0.137, 0.227], [0.894, 1.107, -0.794], [1.664, 2.405, -0.568], [1.202, 3.511, -0.727], [2.951, 2.183, -0.201], [3.476, 0.916, 0.057], [4.847, 0.709, 0.115], [5.343, -0.547, 0.413], [4.473, -1.598, 0.654], [3.104, -1.402, 0.596], [2.596, -0.147, 0.299], [-1.788, -2.077, -2.994], [-0.036, -2.279, -2.951], [-0.763, -0.732, -2.497], [-1.196, -3.338, -0.968], [-0.020, -2.113, -0.503], [-3.010, -1.635, -0.802], [-2.212, -1.992, 0.740], [-3.193, 0.538, -1.438], [-2.511, 1.806, -0.422], [-4.999, 0.982, -0.092], [-4.268, -0.325, 0.833], [-3.870, 2.654, 1.399], [-5.004, 1.608, 2.250], [-3.274, 1.332, 2.403], [-1.579, -0.228, 2.007], [-1.041, 1.291, 1.251], [1.205, 0.708, -1.770], [-0.174, 1.298, -0.829], [3.564, 2.983, -0.114], [5.516, 1.538, -0.064], [6.410, -0.703, 0.461], [4.861, -2.577, 0.888], [2.426, -2.215, 0.798]],
  "orbital_gap_ev": 9.232,
  "multiplicity": 1,
  "lumo_energy_ev": 0.765
}

Entry 3:
{
  "formula": "C6H11NO4P",
  "method": "the ωB97M-V functional and the def2-TZVPD basis",
  "symbols": ["C", "C", "C", "C", "C", "C", "N", "O", "O", "O", "O", "P", "H", "H", "H", "H", "H", "H", "H", "H", "H", "H", "H"],
  "xyz": [[-0.403, -2.075, 0.031], [-2.249, 0.880, -0.813], [-2.171, -0.204, 0.279], [-0.789, 1.411, -0.801], [-0.687, -0.588, 0.348], [2.488, 0.678, 1.443], [0.041, 0.260, -0.643], [0.689, -2.351, -0.539], [3.791, 0.858, 0.915], [-1.234, -2.929, 0.411], [2.971, -0.936, -0.643], [2.700, 0.663, -0.318], [-2.405, 0.581, -1.915], [-3.017, 1.621, -0.658], [-2.464, 0.245, 1.315], [-2.695, -1.103, 0.063], [-0.623, 1.752, -1.753], [-0.619, 2.146, 0.131], [-0.175, -0.304, 1.317], [2.066, 1.641, 1.969], [2.393, -0.293, 1.905], [0.100, -0.369, -1.446], [2.294, -1.584, -0.600]],
  "orbital_gap_ev": 8.495,
  "multiplicity": 1,
  "lumo_energy_ev": 3.557,
  "charge": -1
}

Entry 4:
{
  "formula": "C28H32ClF8NO22PS2",
  "method": "the ωB97M-V functional and the def2-TZVPD basis",
  "symbols": ["C", "C", "O", "C", "O", "C", "C", "C", "C", "C", "F", "C", "S", "O", "O", "F", "C", "P", "O", "Cl", "N", "C", "F", "F", "F", "C", "S", "O", "O", "C", "F", "F", "F", "H", "H", "H", "H", "H", "H", "H", "H", "H", "H", "H", "H", "C", "C", "O", "C", "O", "O", "H", "H", "H", "H", "C", "C", "O", "C", "O", "O", "H", "H", "H", "H", "C", "C", "O", "C", "O", "O", "H", "H", "H", "H", "C", "C", "O", "C", "O", "O", "H", "H", "H", "H", "C", "C", "O", "C", "O", "O", "H", "H", "H", "H"],
  "xyz": [[-7.409, 4.327, -1.423], [-7.905, 2.910, -0.907], [-6.997, 2.434, 0.116], [-7.009, 1.038, 0.092], [-7.869, 0.448, 0.705], [-5.942, 0.165, -0.657], [-4.786, -0.289, 0.308], [-3.921, 1.020, 0.656], [-2.812, 0.770, 1.713], [-1.423, 0.840, 1.184], [-1.205, 1.153, -0.106], [-0.278, 0.605, 2.092], [1.349, 0.725, 1.290], [1.670, 2.138, 1.266], [2.397, -0.099, 1.842], [1.305, 0.290, -0.296], [-0.589, 0.320, 3.500], [0.965, 0.139, 4.672], [2.055, 1.360, 4.240], [1.824, -1.763, 4.333], [-1.891, 0.216, 3.997], [-2.171, -0.130, 5.397], [-1.177, -0.800, 6.055], [-3.173, -1.077, 5.500], [-2.417, 0.968, 6.160], [-3.012, 0.476, 3.143], [-4.769, 0.501, 3.699], [-4.932, 0.976, 5.081], [-5.677, 1.350, 2.943], [-5.550, -1.228, 3.719], [-6.688, -1.199, 3.002], [-5.872, -1.625, 4.962], [-4.598, -2.076, 3.169], [-7.292, 5.056, -0.575], [-6.464, 4.279, -1.990], [-8.188, 4.754, -2.114], [-7.965, 2.247, -1.806], [-8.955, 3.061, -0.542], [-5.551, 0.763, -1.530], [-6.468, -0.715, -1.124], [-4.112, -0.952, -0.314], [-5.126, -0.850, 1.207], [-3.498, 1.310, -0.352], [-4.585, 1.903, 0.904], [2.896, 0.864, 4.097], [-3.013, 2.391, -4.076], [-3.295, 3.864, -4.110], [-4.711, 3.920, -3.923], [-5.082, 2.783, -3.292], [-6.171, 2.590, -2.839], [-4.056, 1.889, -3.237], [-2.033, 2.162, -3.659], [-3.097, 1.925, -5.061], [-2.809, 4.403, -3.292], [-3.007, 4.321, -5.056], [5.659, -0.723, 1.758], [6.385, -0.100, 0.599], [7.735, -0.486, 0.828], [7.712, -1.608, 1.596], [8.666, -2.280, 1.831], [6.456, -1.861, 2.061], [4.642, -1.018, 1.503], [5.630, -0.068, 2.634], [6.060, -0.504, -0.364], [6.289, 0.985, 0.578], [-4.885, 6.205, -8.276], [-3.762, 6.908, -8.983], [-2.632, 6.594, -8.171], [-2.921, 5.451, -7.502], [-2.127, 4.825, -6.864], [-4.225, 5.106, -7.650], [-5.658, 5.856, -8.960], [-5.349, 6.825, -7.504], [-3.591, 6.519, -9.990], [-3.912, 7.985, -9.041], [10.626, -5.166, 1.197], [11.326, -4.287, 2.183], [12.033, -5.216, 3.001], [12.212, -6.345, 2.260], [12.908, -7.257, 2.581], [11.492, -6.297, 1.104], [10.507, -4.689, 0.225], [9.648, -5.496, 1.551], [12.046, -3.616, 1.708], [10.631, -3.697, 2.778], [6.305, -7.319, 2.147], [5.458, -7.550, 0.928], [5.609, -6.335, 0.201], [6.783, -5.770, 0.593], [7.291, -4.830, 0.058], [7.302, -6.417, 1.676], [6.757, -8.236, 2.522], [5.750, -6.839, 2.957], [5.823, -8.377, 0.314], [4.411, -7.728, 1.174]],
  "orbital_gap_ev": 4.606,
  "multiplicity": 1,
  "lumo_energy_ev": -6.829,
  "charge": 1
}

Entry 5:
{
  "formula": "C6H12Cl2S",
  "method": "the ωB97M-V functional and the def2-TZVPD basis",
  "symbols": ["Cl", "C", "C", "C", "S", "C", "C", "C", "Cl", "H", "H", "H", "H", "H", "H", "H", "H", "H", "H", "H", "H"],
  "xyz": [[4.648, -1.339, 1.166], [2.931, -0.678, 1.208], [1.730, -1.583, 0.915], [0.512, -0.815, 0.969], [0.328, 0.208, -0.663], [-0.423, 1.850, -0.130], [-1.881, 1.674, 0.088], [-2.571, 2.889, 0.731], [-1.693, 3.249, 2.238], [2.853, 0.139, 0.548], [2.687, -0.314, 2.235], [1.651, -2.534, 1.593], [1.735, -1.983, -0.117], [-0.295, -1.473, 1.153], [0.525, -0.066, 1.810], [-0.211, 2.566, -0.983], [0.053, 2.114, 0.866], [-2.201, 0.775, 0.696], [-2.231, 1.517, -0.932], [-2.655, 3.803, 0.124], [-3.585, 2.586, 0.920]],
  "orbital_gap_ev": 9.667,
  "multiplicity": 1,
  "lumo_energy_ev": 0.767
}

Entry 6:
{
  "formula": "C6H9N2P2",
  "method": "the ωB97M-V functional and the def2-TZVPD basis",
  "symbols": ["C", "C", "P", "C", "P", "C", "C", "N", "C", "N", "H", "H", "H", "H", "H", "H", "H", "H", "H"],
  "xyz": [[0.407, 1.136, 2.846], [-0.472, 0.631, 2.026], [-1.761, 0.721, 0.812], [-2.905, -0.627, 1.220], [-2.921, -1.969, 0.078], [-1.207, -1.585, -0.549], [-0.831, -0.318, -0.412], [0.175, 0.295, -1.136], [1.484, -0.315, -1.417], [2.286, 0.578, -2.118], [1.035, 0.467, 3.446], [0.500, 2.158, 3.110], [-3.833, -0.330, 1.777], [-0.687, -2.159, -1.247], [0.168, 1.339, -1.037], [2.010, -0.821, -0.525], [1.118, -1.120, -2.012], [2.526, 0.549, -3.063], [2.907, 1.366, -1.798]],
  "orbital_gap_ev": [5.794, 5.791],
  "multiplicity": 1,
  "lumo_energy_ev": [-6.339, -6.341],
  "charge": 1
}

Entry 7:
{
  "formula": "C21H23N3O4",
  "method": "the ωB97M-V functional and the def2-TZVPD basis",
  "symbols": ["C", "C", "O", "C", "C", "C", "C", "C", "O", "N", "C", "C", "C", "C", "C", "N", "C", "C", "C", "C", "C", "C", "O", "N", "O", "C", "C", "C", "H", "H", "H", "H", "H", "H", "H", "H", "H", "H", "H", "H", "H", "H", "H", "H", "H", "H", "H", "H", "H", "H", "H"],
  "xyz": [[-6.681, -1.524, 0.459], [-5.640, -0.726, -0.310], [-4.442, -0.749, 0.441], [-3.345, -0.113, -0.045], [-3.294, 0.600, -1.239], [-2.113, 1.205, -1.632], [-0.975, 1.138, -0.840], [0.295, 1.739, -1.341], [0.760, 1.418, -2.421], [0.877, 2.698, -0.575], [0.435, 3.157, 0.719], [1.401, 2.688, 1.811], [2.823, 3.136, 1.486], [3.230, 2.684, 0.077], [3.340, 1.207, -0.038], [2.450, 0.297, 0.213], [3.092, -0.865, -0.135], [2.474, -2.153, -0.051], [1.170, -2.505, 0.198], [1.128, -3.911, 0.128], [2.403, -4.323, -0.156], [2.977, -5.680, -0.345], [3.218, -3.262, -0.266], [4.314, -0.658, -0.558], [4.483, 0.689, -0.499], [2.183, 3.183, -0.937], [-1.026, 0.414, 0.349], [-2.193, -0.205, 0.740], [-6.339, -2.546, 0.594], [-6.840, -1.080, 1.438], [-7.620, -1.531, -0.087], [-5.474, -1.173, -1.300], [-5.980, 0.310, -0.445], [-4.161, 0.683, -1.875], [-2.072, 1.742, -2.567], [0.415, 4.255, 0.699], [-0.575, 2.797, 0.914], [1.380, 1.600, 1.865], [1.090, 3.094, 2.774], [2.885, 4.227, 1.521], [3.521, 2.734, 2.223], [4.210, 3.097, -0.182], [0.354, -1.838, 0.382], [0.270, -4.536, 0.267], [3.742, -5.875, 0.406], [3.446, -5.757, -1.325], [2.194, -6.427, -0.261], [2.182, 4.279, -0.938], [2.408, 2.820, -1.942], [-0.135, 0.320, 0.950], [-2.243, -0.775, 1.655]],
  "orbital_gap_ev": 8.947,
  "multiplicity": 1,
  "lumo_energy_ev": 0.767
}

Entry 8:
{
  "formula": "C5H15BNO4S",
  "method": "the ωB97M-V functional and the def2-TZVPD basis",
  "symbols": ["C", "N", "C", "B", "O", "S", "H", "H", "H", "H", "H", "H", "H", "H", "H", "C", "O", "C", "O", "O", "C", "H", "H", "H", "H", "H", "H"],
  "xyz": [[1.130, 0.960, 0.871], [1.339, 2.441, 0.795], [2.758, 2.868, 0.719], [0.504, 3.051, -0.140], [0.642, 3.601, -1.352], [-1.417, 3.233, 0.413], [2.095, 0.470, 0.782], [0.494, 0.571, 0.073], [0.682, 0.667, 1.820], [2.885, 3.803, 1.259], [3.104, 3.019, -0.305], [3.381, 2.118, 1.196], [1.145, 3.088, -2.005], [-1.349, 2.914, 1.714], [-1.868, 2.047, -0.030], [-0.307, -4.790, -1.431], [-0.158, -3.564, -0.689], [-1.285, -2.905, -0.492], [-2.383, -3.207, -0.868], [-1.003, -1.792, 0.220], [-2.148, -0.995, 0.506], [0.693, -5.204, -1.504], [-0.965, -5.473, -0.899], [-0.711, -4.585, -2.420], [-2.881, -1.532, 1.103], [-2.620, -0.651, -0.416], [-1.757, -0.154, 1.081]],
  "orbital_gap_ev": 9.767,
  "multiplicity": 1,
  "lumo_energy_ev": -3.749,
  "charge": 1
}

Entry 9:
{
  "formula": "C3H5NO2",
  "method": "the ωB97M-V functional and the def2-TZVPD basis",
  "symbols": ["N", "C", "O", "C", "C", "O", "H", "H", "H", "H", "H"],
  "xyz": [[0.276, 0.976, -0.753], [1.124, -0.014, -0.070], [0.557, -1.235, -0.440], [-0.822, -0.940, -0.127], [-0.590, 0.493, 0.358], [0.551, 0.305, 1.218], [0.635, 1.885, -0.472], [2.210, -0.003, -0.134], [-1.164, -1.622, 0.658], [-1.464, -0.962, -1.012], [-1.387, 1.103, 0.778]],
  "orbital_gap_ev": 10.856,
  "multiplicity": 1,
  "lumo_energy_ev": 0.994
}

Entry 10:
{
  "formula": "C6H9Cl",
  "method": "the ωB97M-V functional and the def2-TZVPD basis",
  "symbols": ["C", "C", "C", "C", "C", "C", "Cl", "H", "H", "H", "H", "H", "H", "H", "H", "H"],
  "xyz": [[-2.116, -0.178, -1.229], [-1.539, -0.843, -0.214], [-0.463, -0.342, 0.676], [-0.806, -0.550, 2.134], [0.667, 0.215, 0.256], [1.796, 0.763, 1.095], [1.051, 0.382, -1.444], [-1.802, 0.836, -1.513], [-2.937, -0.625, -1.787], [-1.923, -1.847, 0.053], [0.033, -0.279, 2.839], [-1.694, 0.001, 2.389], [-1.018, -1.627, 2.314], [1.950, 1.809, 0.873], [2.722, 0.209, 0.905], [1.575, 0.632, 2.174]],
  "orbital_gap_ev": 9.744,
  "multiplicity": 1,
  "lumo_energy_ev": 1.002
}

Entry 11:
{
  "formula": "H23O11",
  "method": "the ωB97M-V functional and the def2-TZVPD basis",
  "symbols": ["O", "H", "H", "O", "H", "H", "O", "H", "H", "O", "H", "H", "O", "H", "H", "O", "H", "H", "O", "H", "O", "H", "H", "O", "H", "H", "O", "H", "H", "O", "H", "H", "H", "H"],
  "xyz": [[-0.120, 1.594, -1.797], [0.707, 1.245, -1.412], [-1.138, -2.726, 1.067], [3.297, 1.521, -2.015], [3.468, 0.590, -1.929], [2.693, -0.784, 0.013], [-2.062, 2.611, 0.690], [2.838, 2.398, 0.804], [-2.151, 0.487, 0.000], [-0.710, 0.266, 1.504], [0.193, -0.099, 1.592], [2.062, 0.700, 3.570], [-0.700, -2.136, 0.432], [-1.185, -0.595, -0.393], [-1.217, 0.094, 2.306], [-4.471, -1.603, -1.514], [-4.962, -1.044, -0.918], [-2.680, 2.000, 1.109], [1.971, -0.188, -0.220], [-1.266, 2.598, 1.238], [1.615, 0.916, 2.727], [2.477, 1.173, 2.363], [4.004, 2.043, -2.389], [-1.153, -4.507, -0.728], [1.834, -0.344, -1.155], [-1.339, -4.683, -1.658], [3.589, 2.883, 1.183], [-1.882, -4.815, -0.176], [4.280, 2.535, 0.600], [-1.903, -0.019, -0.808], [-1.387, 0.731, -1.318], [-4.178, -2.440, -1.148], [-0.538, -2.900, -0.163], [0.014, 2.499, -1.462]],
  "orbital_gap_ev": 11.172,
  "multiplicity": 1,
  "lumo_energy_ev": -3.062,
  "charge": 1
}

Entry 12:
{
  "formula": "C8H16Br2N2O",
  "method": "the ωB97M-V functional and the def2-TZVPD basis",
  "symbols": ["C", "C", "N", "C", "C", "C", "C", "O", "N", "H", "H", "H", "H", "H", "H", "H", "H", "H", "H", "H", "H", "Br", "C", "C", "Br", "H", "H", "H", "H"],
  "xyz": [[3.781, 1.400, -0.274], [3.228, -0.082, -0.626], [2.106, 0.112, -1.583], [1.173, -1.036, -1.627], [0.206, -0.653, -2.851], [-0.681, 0.460, -2.073], [-0.700, -0.065, -0.562], [-1.366, 0.391, 0.383], [0.194, -1.224, -0.537], [2.877, 2.100, -0.248], [4.373, 1.719, -1.202], [4.391, 1.431, 0.678], [2.868, -0.646, 0.287], [4.123, -0.643, -1.071], [2.422, 0.401, -2.511], [1.588, -2.060, -1.913], [-0.583, -1.457, -3.041], [0.677, -0.141, -3.744], [-1.713, 0.696, -2.500], [-0.107, 1.444, -1.983], [0.545, -1.521, 0.378], [-4.043, -0.209, 5.532], [-3.422, -0.675, 3.743], [-3.650, 0.454, 2.771], [-5.523, 0.560, 2.238], [-3.930, -1.596, 3.461], [-2.355, -0.873, 3.856], [-3.101, 0.281, 1.845], [-3.379, 1.430, 3.172]],
  "orbital_gap_ev": 10.230,
  "multiplicity": 1,
  "lumo_energy_ev": 0.659
}